{"formula": "C47H41ClGePRh", "method": "wB97M-V/def2-TZVPD", "elements": ["C", "H", "C", "C", "C", "C", "H", "H", "H", "C", "C", "C", "H", "H", "C", "C", "C", "C", "H", "H", "H", "C", "H", "H", "C", "H", "C", "H", "C", "C", "C", "C", "H", "H", "C", "H", "C", "Cl", "Ge", "H", "H", "H", "H", "C", "H", "Rh", "C", "C", "C", "H", "C", "C", "C", "H", "H", "H", "C", "C", "H", "C", "H", "C", "H", "H", "C", "C", "C", "H", "H", "C", "C", "H", "H", "C", "H", "C", "P", "H", "H", "C", "C", "C", "H", "C", "H", "H", "C", "H", "H", "C", "C", "C"], "xyz": [[-3.059701, -0.755762, 1.189207], [2.981445, -0.172734, -2.651469], [-3.569930, -2.943770, -1.937927], [2.895214, 3.147813, -1.956074], [-2.619160, 1.284359, 4.676863], [-0.231917, -3.326108, -3.738721], [-3.262514, 3.236615, 1.991506], [-2.967853, -1.248280, -4.295273], [1.714217, 3.354792, -5.612877], [3.039784, 4.231718, 3.592337], [-2.680435, -0.216928, -4.115326], [-0.643639, 1.754114, -1.630169], [0.055468, -1.529855, 4.561023], [-1.208471, 1.615116, -0.707103], [-1.521353, -5.314368, -4.073361], [-2.536586, -4.750695, -3.312324], [-2.426063, -3.484074, -2.751477], [3.162589, 1.575644, 4.349581], [-1.635264, -6.309466, -4.486491], [-3.398988, -3.112413, -0.872326], [4.728018, 2.183889, 5.690307], [4.011746, 2.502789, 4.939777], [-0.221114, 2.761174, -1.662806], [3.158994, -4.465593, 4.474051], [-0.869984, -2.309929, 0.370533], [-1.389925, 3.394114, -3.693928], [2.748238, -3.524218, 4.126539], [3.394095, -1.002761, 1.958022], [2.054021, 3.312524, -4.585160], [-3.317826, 2.139427, 3.836175], [2.634404, 1.931010, -2.633552], [-1.774538, 2.383769, -3.788823], [0.434193, -5.001103, -4.902969], [-0.806804, 0.214349, 5.017841], [2.188415, 2.085332, -3.967972], [-1.021746, 2.405317, 1.357069], [2.203377, 3.296036, 3.004134], [1.749374, 0.666400, -4.888065], [1.035524, 0.644026, 2.439599], [3.189083, 3.083077, -0.914357], [1.507095, 3.604375, 2.229991], [-2.873613, 2.825773, -5.573884], [-3.067680, 0.956941, 5.609146], [2.750052, 4.378119, -2.559358], [3.216442, 0.535055, 4.652785], [0.801887, 0.159419, -1.127481], [-0.361204, -4.584887, -4.295337], [1.294963, 0.884419, 0.586516], [2.877783, -1.578816, 2.720724], [-1.124549, -3.331708, 2.218843], [-1.370047, -1.286240, -0.487199], [-1.418633, 1.430766, -2.817053], [-3.108583, 0.770775, -4.989924], [2.239490, 5.446098, -4.370864], [1.025448, -3.627248, 5.399518], [-3.065530, -1.995217, 2.956030], [2.239883, 1.949408, 3.372275], [-2.611211, 2.068155, -4.841883], [-4.502464, -3.439167, -2.218909], [-1.469281, 2.099983, 2.298990], [-2.878970, 0.231442, -0.697367], [2.344851, 4.480981, -3.889626], [4.331751, -3.158158, 2.725303], [0.668561, -2.742512, -3.900916], [1.676336, -1.083304, 3.230549], [-0.756390, 1.230517, 3.124340], [-1.348598, 0.846327, 4.325383], [4.607063, 4.567402, 5.029110], [2.957076, 5.280504, -1.992493], [3.950107, 3.838739, 4.567237], [3.406107, -2.786702, 3.150773], [3.483476, 0.691537, -1.144134], [2.991060, 5.272023, 3.288834], [-2.482687, -0.537420, -0.043583], [-3.452990, -5.311572, -3.153884], [-2.592979, -1.784323, 2.003186], [-0.780728, -1.129868, -2.224389], [-3.773710, 0.526491, -5.811162], [-3.683799, -1.871676, -2.081393], [-1.502604, -2.543689, 1.577296], [1.015030, -1.855564, 4.183595], [-1.847285, 0.085298, -3.039774], [-3.883965, -0.131476, 1.517515], [2.784656, 0.660304, -1.976988], [1.167228, -2.425687, -0.247464], [0.653397, -3.767239, 0.798566], [-2.731116, 2.557752, 2.648961], [-4.309131, 2.483639, 4.109612], [0.144345, -3.715213, -0.905221], [-1.242064, -2.747665, -2.959694], [0.340486, -3.110823, -0.015782], [1.550818, -3.051407, 4.644687]], "forces_ev_per_angstrom": [[-0.06, -0.09, 0.06], [0.03, 0.04, -0.03], [-0.02, -0.08, -0.01], [-0.04, 0.03, 0.00], [-0.04, 0.00, 0.04], [-0.15, 0.33, 0.10], [0.00, -0.03, -0.03], [-0.03, 0.01, -0.01], [-0.02, -0.04, 0.00], [0.06, 0.07, 0.05], [-0.09, 0.02, 0.17], [-0.16, 0.10, -0.28], [-0.03, -0.04, 0.04], [-0.04, -0.02, -0.06], [0.08, 0.21, 0.08], [-0.06, -0.22, -0.12], [0.16, 0.31, 0.04], [-0.11, -0.04, -0.03], [-0.02, 0.00, -0.02], [0.00, 0.06, 0.02], [-0.02, 0.00, 0.01], [0.08, 0.11, 0.05], [0.05, -0.03, 0.00], [0.00, 0.00, -0.01], [-0.05, 0.06, -0.15], [0.02, -0.02, 0.07], [-0.01, 0.00, 0.02], [-0.01, -0.04, -0.03], [0.00, 0.09, 0.04], [0.01, 0.02, -0.01], [0.03, -0.12, -0.14], [-0.10, 0.04, -0.20], [0.03, 0.02, 0.03], [-0.03, -0.03, 0.02], [0.01, 0.12, 0.20], [-0.05, -0.03, -0.01], [-0.11, -0.08, -0.08], [0.02, -0.11, -0.11], [0.36, 0.46, 0.41], [0.00, -0.03, 0.00], [0.03, 0.04, -0.01], [-0.02, 0.04, 0.05], [0.02, 0.01, 0.01], [0.04, 0.03, 0.00], [0.05, 0.01, 0.02], [0.77, -0.13, 0.04], [-0.07, -0.30, -0.15], [-0.29, -0.18, 0.39], [0.02, 0.12, -0.10], [0.07, -0.03, 0.03], [-0.17, -0.31, -0.12], [-0.26, 0.02, 0.31], [-0.05, -0.02, -0.12], [-0.02, -0.01, 0.00], [-0.02, 0.01, -0.02], [0.04, 0.06, 0.01], [0.03, -0.14, 0.12], [0.07, -0.08, -0.01], [0.01, -0.01, -0.01], [0.08, -0.01, -0.10], [-0.04, -0.01, 0.02], [-0.05, 0.05, -0.08], [0.00, 0.03, -0.01], [0.04, -0.05, 0.02], [-0.34, 0.05, -0.21], [0.16, -0.31, -0.15], [0.06, 0.08, 0.05], [0.01, 0.00, -0.01], [0.00, -0.02, 0.03], [-0.01, -0.04, 0.00], [0.06, -0.04, 0.06], [-0.08, 0.01, 0.05], [-0.01, -0.01, -0.01], [0.21, 0.11, -0.05], [0.00, 0.01, 0.03], [-0.05, -0.01, 0.05], [-0.38, 0.73, 0.61], [0.04, -0.02, -0.01], [-0.02, 0.02, 0.03], [-0.04, 0.06, 0.09], [0.00, 0.07, -0.02], [0.29, 0.00, -0.50], [0.00, -0.03, -0.02], [0.03, -0.11, -0.29], [-0.03, -0.03, -0.02], [-0.04, -0.02, 0.01], [-0.04, 0.06, 0.06], [-0.01, -0.01, -0.01], [0.11, -0.04, 0.00], [0.11, -0.59, -0.19], [-0.07, 0.01, 0.05], [0.00, -0.11, 0.00]], "relative_energy_kj_mol": 41.18, "charge": -2, "multiplicity": 5, "e_lumo_ev": [4.428, 4.418], "homo_energy_ha": [0.04288, -0.04974], "e_tot_ha": -4804.41972}